1.
A molecular structure, C35H29BHgN9O4S2 at a distorted geometry. Source: OMol25; level of theory: ωB97M-V/def2-TZVPD.

Summary:
- energy relative to the best compared isomer or geometry (same formula, charge and spin) (kcal/mol) = 30.65
- HOMO energy (alpha / beta) (eV) = -0.5 / -1.9
- E_tot (eV) = -84884.462
- F_max (eV/Å) = 3.806
- net charge = -2
- molecular weight (g/mol) = 915.2
- E_LUMO (alpha / beta) (eV) = 3.661 / 3.661
- multiplicity = 2

XYZ file:
```
81
Properties=species:S:1:pos:R:3:forces:R:3
Hg 0.308 -0.041 1.466 0.922 0.619 -1.035
O 0.859 -1.388 3.430 1.406 -1.987 -0.097
C 1.558 -2.431 3.368 -1.266 1.079 1.127
C 1.960 -3.202 2.231 0.237 -0.534 -0.233
C 2.620 -4.433 2.520 0.623 0.775 -0.279
C 3.228 -5.100 1.476 -0.234 -0.931 0.709
C 2.973 -4.816 0.125 1.345 -0.964 -1.476
C 2.260 -3.732 -0.158 -1.240 1.525 -0.360
C 1.808 -2.812 0.845 -1.172 1.403 -0.291
O 1.261 -1.730 0.361 0.154 -1.317 1.882
N 4.116 -6.194 1.797 0.059 0.470 -1.207
O 4.699 -6.732 0.843 -0.314 -0.031 1.308
O 4.280 -6.450 2.974 0.445 -0.783 0.103
H 1.911 -2.908 4.346 -0.419 0.642 -0.778
H 2.780 -4.830 3.548 -0.199 0.674 -0.900
H 3.422 -5.411 -0.729 -0.675 0.531 1.494
H 1.905 -3.403 -1.129 0.497 -0.314 -0.247
B 3.506 0.983 -0.441 1.522 -1.081 -0.220
N 2.256 1.456 -1.108 -0.473 3.225 -0.489
C 1.974 2.728 -1.617 1.284 -1.018 1.046
C 0.759 2.726 -2.208 -2.147 -1.899 0.080
C 0.297 1.367 -1.996 1.192 -0.351 0.726
N 1.247 0.616 -1.329 -2.814 1.447 -1.344
N 3.904 1.582 0.953 0.545 0.925 0.612
C 4.764 2.629 1.196 -1.244 -1.154 0.911
C 4.997 2.709 2.562 -0.045 -0.246 0.785
C 4.246 1.614 3.081 -0.527 0.414 -1.408
N 3.570 0.968 2.107 0.898 0.669 0.408
H 4.446 1.253 -1.208 -0.081 -0.083 0.362
H 3.349 -0.218 -0.266 0.306 0.380 -0.079
H 2.612 3.602 -1.490 0.198 -0.617 0.079
H 0.106 3.510 -2.585 0.598 -0.040 -0.001
H -1.037 -0.315 -2.363 0.607 1.608 0.521
H 5.035 3.273 0.411 0.486 0.475 -0.841
H 5.582 3.440 3.179 -0.601 -0.834 -1.002
H 4.082 1.327 4.092 0.048 -0.188 0.592
C -3.714 -1.883 1.262 -0.023 0.788 -0.561
C -3.643 -0.884 2.387 1.242 1.048 -1.143
C -4.514 -1.052 3.450 -0.620 -0.037 0.752
C -4.239 -0.349 4.578 -0.852 0.175 2.060
C -3.043 0.371 4.731 0.988 1.535 -0.900
C -2.613 0.924 5.965 0.327 -0.100 -0.323
C -1.381 1.539 6.077 -2.417 -1.262 0.396
C -0.599 1.683 4.973 1.086 2.161 -2.939
C -1.054 1.515 3.634 -1.353 -1.573 2.541
S -0.142 2.190 2.357 0.335 -0.906 -1.294
C -2.288 0.685 3.510 -0.423 -0.373 1.514
N -2.702 0.085 2.377 0.473 -1.392 -0.542
H -4.450 -2.624 1.546 0.191 -0.502 -0.053
H -2.717 -2.276 1.082 0.020 -0.423 0.164
H -4.010 -1.512 0.271 0.003 0.420 0.305
H -5.364 -1.746 3.439 0.405 0.356 -0.280
H -4.962 -0.372 5.451 1.044 -0.164 -0.941
H -3.271 0.828 6.801 -0.272 -0.058 0.582
H -1.098 1.950 7.010 0.455 0.206 0.830
H 0.321 2.295 5.087 -0.453 -0.774 -0.226
N -2.062 0.779 -4.406 -0.434 -0.807 -2.227
C -1.378 -0.358 -4.931 -0.434 1.158 0.834
C -0.672 -0.215 -6.100 0.507 -1.513 -0.479
C -0.106 -1.355 -6.690 0.759 0.122 -0.760
C -0.068 -2.565 -5.976 -2.479 0.513 0.386
C -0.890 -2.681 -4.818 1.687 -0.236 -1.360
C -1.467 -1.558 -4.244 -0.467 -1.511 1.235
S -2.134 -1.840 -2.623 -0.706 -0.227 -0.678
N -0.908 0.768 -2.378 -0.026 -1.404 -0.289
C -1.811 1.342 -3.228 0.718 0.516 1.493
C -2.375 2.578 -2.949 -0.364 2.171 -1.803
C -2.634 3.497 -4.066 -0.407 -0.991 -0.719
C -2.721 4.851 -3.867 -0.695 0.450 0.013
C -2.852 5.281 -2.503 0.835 -0.301 0.555
C -2.703 4.338 -1.472 -0.263 -1.378 -1.169
N -2.464 3.031 -1.708 0.053 1.446 2.332
H -2.739 1.217 -5.046 0.645 -0.552 0.888
H -0.406 0.742 -6.490 -0.497 0.634 -0.378
H 0.264 -1.252 -7.753 0.119 -0.261 1.500
H 0.362 -3.454 -6.381 0.347 -0.404 -0.369
H -1.077 -3.633 -4.307 0.486 0.378 -0.271
H -2.793 2.977 -5.049 0.606 1.373 0.716
H -2.759 5.603 -4.722 -0.135 -1.203 1.193
H -2.938 6.297 -2.156 -0.081 0.409 -0.498
H -2.827 4.605 -0.411 0.143 0.007 -0.544
```
Forces are in eV/Å.

***

2.
A molecular structure, H16O8 at a distorted geometry. Source: OMol25; level of theory: ωB97M-V/def2-TZVPD.

Summary:
- energy relative to the best compared isomer or geometry (same formula, charge and spin) (kcal/mol) = 285.70
- HOMO energy (eV) = -8.6
- E_tot (eV) = -16629.621
- F_max (eV/Å) = 10.190
- molecular weight (g/mol) = 144.1
- E_LUMO (eV) = -0.660
- multiplicity = 1

XYZ file:
```
24
Properties=species:S:1:pos:R:3:forces:R:3
O -2.248 -1.150 0.668 -1.881 0.574 2.596
H -1.814 -1.375 -0.155 -1.897 -0.645 1.633
H -2.643 -1.971 0.963 -0.221 -0.111 0.234
O -0.249 0.549 0.381 0.355 -6.595 -0.325
H 0.183 0.502 -0.472 -0.771 0.797 0.817
H -0.035 -0.281 0.805 0.395 0.030 0.445
O 0.951 0.174 -1.260 4.622 -1.552 -6.204
H 1.800 0.566 -1.463 0.319 0.394 0.114
H 0.913 -0.612 -1.806 -0.214 -0.448 -0.062
O -1.325 2.027 1.183 -4.670 6.791 2.796
H -0.761 1.287 0.958 -0.633 0.618 1.223
H -0.811 2.800 0.952 -0.170 0.469 0.310
O 2.006 0.063 1.313 2.207 -5.546 2.784
H 1.734 0.897 0.930 -0.915 -2.732 1.079
H 2.420 -0.409 0.590 0.165 -0.479 0.235
O 1.685 1.904 0.500 0.583 8.686 -3.365
H 1.286 2.576 -0.053 -0.701 0.367 -0.105
H 2.526 2.278 0.763 0.492 0.233 0.305
O -0.377 -2.631 -0.017 3.168 -4.359 2.600
H -0.561 -2.014 0.691 0.083 -0.398 0.353
H -0.634 -2.166 -0.814 1.884 -2.194 1.584
O -1.219 -1.253 -1.280 -1.689 5.103 -8.657
H -1.385 -1.433 -2.205 -0.500 -0.271 -0.659
H -1.442 -0.329 -1.171 -0.010 1.268 0.268
```
Forces are in eV/Å.

***

3.
A molecular structure, C31H45N5O4SeTc. Source: OMol25; level of theory: ωB97M-V/def2-TZVPD.

Summary:
- energy relative to the best compared isomer or geometry (same formula, charge and spin) (kcal/mol) = 0.00
- HOMO energy (alpha / beta) (eV) = -12.5 / -12.8
- E_tot (eV) = -116050.640
- F_max (eV/Å) = 0.170
- net charge = +2
- molecular weight (g/mol) = 728.7
- E_LUMO (alpha / beta) (eV) = -4.447 / -4.887
- multiplicity = 4

XYZ file:
```
87
Properties=species:S:1:pos:R:3:forces:R:3
Tc 1.527 -0.298 -1.405 0.002 -0.022 -0.067
C -2.171 -1.274 -3.114 -0.069 -0.023 -0.027
O -1.008 -0.608 -2.583 0.014 0.038 0.012
C -0.033 -1.273 -2.014 -0.049 -0.057 -0.048
C -0.191 -2.751 -1.856 -0.016 -0.010 0.069
H -1.883 -1.947 -3.919 0.014 -0.009 0.005
H -2.803 -0.484 -3.506 0.012 0.007 0.007
H -2.700 -1.816 -2.331 0.014 0.001 0.005
H -1.052 -2.962 -1.212 -0.001 0.003 -0.016
H 0.693 -3.184 -1.396 0.009 0.000 -0.015
H -0.364 -3.228 -2.822 0.011 0.009 0.004
C 3.525 4.956 0.557 0.046 0.061 -0.064
N 2.291 4.285 0.166 -0.011 -0.084 0.127
N 2.394 3.085 -0.521 0.015 0.044 -0.093
C 1.276 2.925 -1.325 0.029 -0.067 -0.002
O 1.033 1.868 -1.955 0.027 -0.003 0.089
C 0.533 4.124 -1.202 -0.051 0.070 -0.006
C 1.197 4.930 -0.317 -0.026 0.035 -0.068
C 0.886 6.327 0.085 -0.016 -0.004 0.015
C 3.124 1.989 -0.003 0.000 -0.034 0.065
C 3.691 1.103 -0.920 0.002 0.013 -0.042
C 4.269 -0.078 -0.454 0.011 -0.003 0.013
C 4.350 -0.322 0.914 -0.001 -0.011 0.008
C 3.852 0.609 1.814 0.009 0.001 -0.019
C 3.215 1.757 1.362 -0.016 0.005 0.005
H 4.140 4.287 1.152 -0.010 -0.023 0.007
H 3.265 5.818 1.165 -0.009 -0.013 0.013
H 4.087 5.284 -0.320 -0.004 -0.007 0.003
H -0.387 4.342 -1.715 0.010 0.004 0.006
H -0.101 6.600 -0.278 0.002 0.005 0.003
H 1.607 7.025 -0.344 0.006 -0.010 0.001
H 0.905 6.442 1.168 0.000 0.000 -0.002
H 3.716 1.363 -1.970 -0.004 -0.032 -0.005
H 4.703 -0.772 -1.161 0.000 0.007 -0.007
H 4.819 -1.228 1.272 -0.004 0.006 0.005
H 3.928 0.426 2.878 -0.005 0.001 -0.004
H 2.759 2.446 2.060 0.007 0.000 -0.002
N 2.683 -1.845 -6.551 -0.109 -0.053 0.063
C 3.299 -1.081 -5.420 0.020 -0.004 0.085
C 2.307 -1.188 -4.244 -0.117 0.044 -0.115
O 1.275 -1.831 -4.459 0.128 0.017 -0.032
O 2.676 -0.585 -3.200 0.054 0.007 0.003
H 2.470 -1.268 -7.362 0.000 0.014 0.008
H 1.787 -2.183 -6.102 0.039 0.019 -0.040
H 3.242 -2.638 -6.861 0.011 -0.001 0.017
H 3.444 -0.043 -5.706 -0.005 0.006 0.008
H 4.258 -1.514 -5.153 0.012 -0.005 -0.013
C -1.970 1.594 3.131 0.009 0.005 -0.012
C -1.604 2.538 1.987 -0.008 -0.002 0.015
C -2.431 2.349 0.713 0.006 -0.007 0.008
C -1.955 1.243 -0.222 -0.007 0.038 -0.022
N -2.086 -0.104 0.338 0.014 0.019 0.057
C -1.109 -0.859 0.872 -0.024 -0.013 -0.077
Se 0.720 -0.423 0.993 0.043 0.100 0.076
N -1.653 -1.975 1.380 -0.013 -0.027 -0.002
C -0.943 -3.042 2.086 -0.003 0.004 0.040
C -0.906 -2.788 3.587 -0.008 0.000 0.009
C -0.196 -3.906 4.347 -0.004 -0.016 -0.025
C -0.936 -5.239 4.302 0.013 0.026 0.004
C -3.031 -1.938 1.187 -0.016 0.010 -0.043
C -4.037 -2.837 1.525 0.018 -0.033 0.007
C -5.322 -2.494 1.155 -0.014 0.011 -0.005
C -5.598 -1.299 0.474 0.011 -0.008 -0.001
C -4.598 -0.407 0.141 -0.018 0.020 -0.004
C -3.304 -0.753 0.515 0.030 0.005 0.017
H -1.418 1.852 4.035 -0.005 -0.007 -0.001
H -1.746 0.550 2.906 -0.004 0.000 0.006
H -3.034 1.665 3.363 0.002 -0.004 0.003
H -0.540 2.444 1.746 0.002 0.003 -0.003
H -1.753 3.563 2.334 0.006 -0.002 -0.002
H -2.396 3.267 0.120 -0.006 -0.009 -0.001
H -3.482 2.196 0.975 0.003 -0.001 -0.002
H -0.911 1.386 -0.491 0.001 -0.041 0.004
H -2.530 1.257 -1.149 -0.008 -0.021 -0.013
H 0.065 -3.092 1.678 0.006 0.004 -0.008
H -1.453 -3.974 1.846 -0.009 0.004 -0.001
H -1.930 -2.681 3.959 0.004 0.007 0.001
H -0.400 -1.834 3.760 0.001 0.000 -0.003
H -0.079 -3.592 5.386 -0.003 0.000 0.002
H 0.817 -4.027 3.950 -0.001 0.004 0.010
H -1.959 -5.128 4.667 0.003 -0.007 -0.001
H -0.442 -5.978 4.932 -0.004 -0.003 -0.007
H -0.979 -5.655 3.294 -0.005 -0.007 0.008
H -3.828 -3.756 2.056 -0.007 0.006 -0.001
H -6.139 -3.159 1.400 0.007 -0.001 0.004
H -6.622 -1.071 0.209 0.004 0.003 0.000
H -4.817 0.518 -0.375 0.002 -0.006 0.002
```
Forces are in eV/Å.

***

> The lowest molecular weight belongs to which entry?

H16O8

***

> Which value of F_max does entry 2 give?

10.190 eV/Å

***

> Which of these has the lowest energy relative to the best compared isomer or geometry (same formula, charge and spin)?

C31H45N5O4SeTc

***

> Number 2 is which compound?

H16O8